DFT (ωB97M-V/def2-TZVPD) results for a structure of composition C20H39N5S.

For the maximum force, the calculation gives 0.45 eV Å⁻¹. Its highest occupied orbital energy is -0.3014 Eh. The calculation puts the LUMO energy at -0.4 eV.

Last column: natural (NBO) charge in e.
Atoms and positions in Å:
N -0.543782 1.217888 -1.907931  -0.831
C -0.505454 0.047764 -2.806539  -0.212
C -0.998997 0.456449 -4.202287  -0.443
C 0.092841 0.548293 -5.231177  0.000
C 0.849969 -0.638133 -5.542643  -0.196
C 1.855738 -0.651191 -6.443999  -0.196
C 2.171905 0.563083 -7.101083  0.062
N 3.126530 0.759214 -8.015153  -0.611
S 3.042874 2.298502 -8.438971  0.955
N 1.842093 2.808339 -7.506529  -0.635
C 1.426688 1.747132 -6.806236  0.157
C 0.374948 1.719948 -5.859202  -0.230
H 0.167312 1.866891 -2.235258  0.349
H -0.217170 0.932575 -0.989035  0.356
H -1.130092 -0.734541 -2.379595  0.191
H 0.505737 -0.364733 -2.875409  0.171
H -1.765721 -0.236297 -4.551188  0.221
H -1.478914 1.428020 -4.097386  0.228
H 0.578131 -1.549681 -5.026603  0.213
H 2.400731 -1.557709 -6.659009  0.229
H -0.180082 2.622201 -5.644873  0.224
C 1.784636 1.344430 4.153516  -0.617
C 1.817888 2.526951 3.197750  -0.213
N 1.047226 2.307263 1.987173  -0.455
C 1.280672 3.299597 0.955610  -0.203
C 0.847816 4.748535 1.212677  -0.636
C -0.339273 1.919394 2.181909  -0.217
C -1.250598 2.858367 2.984580  -0.639
H 2.134505 0.436258 3.660401  0.210
H 2.435378 1.544266 5.005533  0.214
H 0.784632 1.159150 4.546863  0.202
H 2.853605 2.694777 2.889975  0.196
H 1.510225 3.433121 3.744108  0.158
H 0.790869 2.947502 0.042897  0.185
H 2.353209 3.295372 0.737110  0.189
H -0.231834 4.872622 1.141094  0.203
H 1.297881 5.400930 0.461957  0.212
H 1.171178 5.104681 2.191188  0.205
H -0.345913 0.938881 2.664873  0.190
H -0.779119 1.752273 1.194578  0.194
H -0.751026 3.246520 3.873334  0.204
H -2.135794 2.313483 3.318283  0.212
H -1.596147 3.703931 2.392016  0.205
C 0.179928 -4.002685 4.248836  -0.616
C -0.379156 -2.973678 3.279120  -0.213
N -0.470262 -3.458378 1.913053  -0.451
C -0.746063 -2.406405 0.952532  -0.207
C -2.096912 -1.682933 1.030506  -0.638
C -1.205199 -4.697874 1.730011  -0.216
C -2.668623 -4.741763 2.193255  -0.639
H 1.160600 -4.351321 3.922935  0.211
H 0.286359 -3.553495 5.236983  0.213
H -0.474715 -4.867961 4.355784  0.202
H 0.291794 -2.109696 3.265803  0.195
H -1.342404 -2.606455 3.669535  0.156
H -0.623766 -2.825091 -0.050717  0.189
H 0.048463 -1.660676 1.062933  0.190
H -2.912345 -2.281949 0.626939  0.202
H -2.048671 -0.766214 0.437512  0.211
H -2.350117 -1.395986 2.051532  0.206
H -0.658206 -5.491053 2.243942  0.192
H -1.152534 -4.955336 0.669212  0.195
H -2.799845 -4.267943 3.167084  0.204
H -2.993212 -5.779665 2.288721  0.212
H -3.340410 -4.255755 1.487169  0.203

Cartesian forces, eV/Å:
N 0.29 -0.25 -0.05
C 0.09 0.19 0.18
C -0.04 -0.02 0.03
C 0.07 -0.10 0.00
C -0.35 0.17 0.22
C 0.09 -0.20 0.01
C 0.03 0.19 -0.07
N 0.04 -0.13 -0.09
S 0.00 0.09 0.10
N -0.04 0.05 -0.08
C 0.23 0.01 -0.20
C -0.07 0.00 0.16
H -0.11 0.15 0.02
H -0.07 0.00 0.05
H -0.15 0.03 0.03
H 0.03 -0.12 -0.08
H 0.00 -0.09 -0.03
H -0.11 0.03 -0.05
H 0.02 -0.08 0.01
H 0.09 -0.01 -0.08
H -0.02 0.06 -0.01
C 0.02 0.00 0.02
C 0.01 0.02 0.05
N -0.05 -0.01 -0.03
C 0.11 0.06 -0.20
C -0.02 -0.01 -0.02
C -0.14 -0.16 0.05
C -0.03 -0.02 -0.04
H -0.03 0.00 -0.02
H 0.01 -0.01 -0.01
H -0.01 0.01 0.00
H -0.01 0.04 -0.02
H -0.02 -0.01 0.00
H -0.02 0.00 0.01
H 0.02 -0.02 0.07
H -0.01 -0.02 0.05
H 0.00 -0.01 0.00
H 0.01 -0.01 0.02
H 0.03 0.00 0.04
H 0.02 0.06 -0.02
H 0.01 -0.02 0.01
H 0.00 0.00 -0.01
H 0.05 0.04 0.03
C 0.01 0.01 0.02
C -0.01 0.00 0.06
N 0.00 0.02 0.02
C 0.07 0.11 -0.09
C 0.03 0.06 -0.11
C -0.04 -0.13 0.00
C 0.01 -0.04 -0.06
H -0.01 -0.02 -0.03
H 0.02 0.00 0.00
H -0.01 0.00 0.00
H -0.03 0.03 -0.02
H 0.00 -0.02 0.00
H -0.01 -0.04 0.01
H 0.00 0.00 0.04
H -0.01 -0.04 0.06
H -0.02 0.01 0.00
H 0.01 -0.01 0.01
H 0.02 0.03 0.04
H -0.01 0.04 -0.02
H 0.02 -0.01 0.01
H 0.00 0.00 -0.01
H 0.00 0.06 0.04

DFT (ωB97M-V/def2-TZVPD) results for a structure of composition C3H5InLiO3.

For the energy relative to the best compared isomer or geometry (same formula, charge and spin), the calculation gives 1.1 kcal per mole. For the maximum force, the calculation gives 6.44 eV Å⁻¹. Its multiplicity is 2. The total charge is +4. Its highest occupied orbital energy (spin up / spin down) is -1.1017 / -1.0917 Eh. The calculation puts the LUMO energy (spin up / spin down) at -24.5 / -24.5 eV.

Last column: Mulliken charge in e.
Atoms and positions in Å:
H -1.895938 2.357401 0.516101  0.461
O 1.516096 0.189215 -0.450748  -0.113
C 0.927233 -0.850942 0.292247  -0.307
C -0.579702 -0.843211 0.208647  -0.482
O -1.088623 0.371006 0.887853  -0.168
C -1.647885 1.275064 0.239108  0.440
O -1.815105 1.358225 -0.999405  -0.017
In 2.381856 1.549606 0.333818  1.596
Li 1.716558 -0.233094 -2.251923  0.938
H 1.219044 -0.817613 1.354359  0.395
H 1.241440 -1.841510 -0.080029  0.416
H -1.014721 -1.673753 0.772388  0.393
H -0.960250 -0.840395 -0.822418  0.447

Cartesian forces, eV/Å:
H -0.31 -0.74 1.24
O -1.11 -1.45 -2.80
C -1.91 -2.52 2.50
C -0.61 0.40 -0.56
O 0.47 -0.27 1.13
C -0.57 2.25 -2.03
O -0.30 -0.76 -0.12
In 3.48 4.55 2.94
Li 0.17 -0.86 -2.14
H 0.08 -0.25 -0.16
H 0.54 0.15 -0.13
H 0.13 -0.27 -0.03
H -0.05 -0.22 0.16

DFT (ωB97M-V/def2-TZVPD) results for a cluster of 7 separate species, C14H42O7S3 in total.

For the energy relative to the best compared isomer or geometry (same formula, charge and spin), the calculation gives 0.0 kcal per mole. For the maximum force, the calculation gives 12.60 eV Å⁻¹. Its highest occupied orbital energy is -0.3063 Eh. The calculation puts the LUMO energy at 0.0 eV.

Last column: natural (NBO) charge in e.
Atoms and positions in Å:
C -2.123273 -0.393652 0.182470  -0.645
C -0.621273 -0.025652 0.324470  -0.035
O 0.147727 -1.255652 0.561470  -0.821
H -2.345273 -0.956652 1.002470  0.200
H -2.027273 -1.095652 -0.704530  0.233
H -2.677273 0.471348 -0.159530  0.210
H -0.555273 0.578348 1.017470  0.129
H -0.334273 0.298348 -0.688530  0.170
H 1.166727 -1.219652 0.304470  0.513
C 2.222727 3.024348 -2.102530  -0.654
C 2.276727 2.515348 -3.532530  -0.075
O 0.961727 2.098348 -4.039530  -0.716
H 1.899727 2.047348 -1.530530  0.219
H 1.313727 3.621348 -2.210530  0.225
H 3.144727 3.657348 -1.788530  0.224
H 2.901727 1.732348 -3.409530  0.148
H 2.782727 3.224348 -4.093530  0.158
H 1.060727 2.267348 -5.023530  0.471
C -3.720273 -3.649652 1.825470  -0.581
C -3.801273 -3.422652 0.356470  -0.047
O -4.503273 -4.488652 -0.194530  -0.737
H -4.566273 -3.710652 2.134470  0.182
H -3.202273 -2.717652 2.233470  0.198
H -3.077273 -4.534652 1.788470  0.211
H -2.933273 -3.514652 -0.223530  0.156
H -4.325273 -2.573652 0.039470  0.155
H -4.116273 -4.683652 -1.069530  0.463
C -1.984273 0.528348 5.215470  -0.643
C -0.911273 0.576348 4.181470  -0.056
O 0.196727 1.319348 4.564470  -0.746
H -3.019273 0.277348 4.920470  0.224
H -2.229273 1.465348 5.712470  0.218
H -1.597273 -0.211652 6.056470  0.203
H -1.336273 1.080348 3.367470  0.152
H -0.587273 -0.504652 3.692470  0.167
H 0.527727 2.006348 4.077470  0.481
C -1.023273 3.860348 0.216470  -0.864
S -1.226273 5.575348 0.407470  1.252
O -0.835273 6.311348 -0.843530  -0.981
C -2.968273 5.516348 0.413470  -0.818
H -0.010273 3.454348 0.202470  0.252
H -1.362273 3.641348 -0.775530  0.238
H -1.544273 3.356348 0.943470  0.226
H -3.272273 4.870348 1.329470  0.229
H -3.088273 5.147348 -0.650530  0.241
H -3.290273 6.434348 0.566470  0.223
C 1.798727 -2.088652 -3.640530  -0.805
S 0.505727 -2.094652 -2.367530  1.243
O -0.771273 -1.458652 -2.964530  -0.975
C 0.193727 -3.852652 -2.364530  -0.841
H 2.673727 -2.147652 -3.196530  0.214
H 1.737727 -1.128652 -4.184530  0.253
H 1.827727 -2.916652 -4.256530  0.213
H 1.152727 -4.403652 -2.650530  0.221
H -0.575273 -4.068652 -3.018530  0.241
H -0.322273 -4.272652 -1.496530  0.244
C 5.325727 -0.330652 -0.098530  -0.824
S 3.800727 -0.723652 0.783470  1.217
O 2.713727 -0.891652 -0.326530  -0.989
C 4.196727 -2.384652 1.361470  -0.799
H 6.102727 -0.482652 0.926470  0.221
H 5.470727 0.720348 -0.255530  0.250
H 5.621727 -1.141652 -1.028530  0.262
H 3.500727 -2.733652 1.933470  0.225
H 5.214727 -2.474652 1.788470  0.242
H 4.442727 -3.122652 0.458470  0.235

Cartesian forces, eV/Å:
C 3.29 -0.44 -3.94
C -0.63 -7.16 -7.74
O 1.13 0.39 0.25
H -1.55 -1.03 2.36
H -0.82 0.63 0.91
H -0.50 0.03 0.58
H 1.54 6.27 6.83
H 0.20 0.72 0.56
H -2.87 0.74 0.30
C -1.55 -0.82 0.19
C -1.71 0.46 1.28
O 1.95 1.16 -1.34
H 1.09 2.22 -0.17
H 0.14 0.63 1.07
H -1.69 -1.51 -0.31
H 1.95 -3.22 -0.67
H 0.42 1.50 -1.76
H -0.58 -0.47 1.75
C 11.54 2.55 -4.37
C -0.51 -0.43 -0.80
O -1.43 -2.48 -1.41
H -10.01 -1.29 4.22
H -0.44 -1.50 -0.01
H -0.32 0.02 1.38
H 2.32 1.08 0.23
H -0.54 1.94 0.00
H -0.62 0.07 0.76
C 0.08 -1.98 3.13
C 0.34 -1.63 -2.51
O 0.21 -2.84 3.84
H 0.81 -0.78 -0.55
H 0.91 0.45 -0.02
H -1.24 1.44 -1.41
H -0.77 0.63 -1.72
H -0.77 2.43 1.65
H 0.45 2.25 -2.47
C 1.85 -0.38 -2.14
S 2.03 2.14 0.91
O -0.29 -0.83 0.43
C 0.93 -5.35 -0.35
H 0.27 0.71 0.32
H -0.70 -0.42 -0.65
H -1.47 -1.18 1.67
H 0.15 0.72 -1.99
H -1.05 0.15 1.36
H -1.70 4.37 0.40
C -3.62 1.96 -1.14
S -1.90 1.29 -0.70
O 1.89 -1.02 0.78
C 1.98 -1.25 0.75
H 4.30 0.19 2.75
H -0.19 -0.54 0.24
H -0.80 -1.63 -1.77
H -1.43 0.51 0.65
H -1.21 -0.04 -2.50
H 0.96 0.55 0.82
C 3.07 -3.49 2.00
S -1.35 -0.14 -2.36
O 1.75 0.07 1.84
C 6.20 0.03 -5.70
H -1.74 0.14 -3.18
H -0.47 0.37 -0.73
H -0.96 2.60 2.79
H -4.25 -2.00 3.43
H -0.71 0.76 0.57
H -1.33 1.64 1.38

DFT (ωB97M-V/def2-TZVPD) results for a structure of composition C20H37InN5O6P2S2.

For the energy relative to the best compared isomer or geometry (same formula, charge and spin), the calculation gives 34.2 kcal per mole. For the maximum force, the calculation gives 3.42 eV Å⁻¹. The total charge is +1. Its highest occupied orbital energy is -0.3339 Eh. The calculation puts the LUMO energy at -2.8 eV.

Last column: Mulliken charge in e.
Atoms and positions in Å:
In 12.813814 13.447763 9.410836  0.870
S 10.634806 13.861457 10.925894  -0.348
C 9.626630 14.563602 9.725416  0.662
C 8.329359 14.961371 10.107750  -0.707
C 7.558866 15.760191 9.240419  -0.431
C 8.031657 16.072048 7.926939  -0.546
C 9.273762 15.605462 7.451142  -0.717
C 10.047928 14.716604 8.284047  0.457
S 11.396578 13.995174 7.485049  -0.280
H 7.981683 14.722452 11.116949  0.362
H 6.607299 16.161280 9.549284  0.371
H 7.367119 16.619966 7.285065  0.366
H 9.597496 15.864663 6.468185  0.430
C 19.135177 15.558362 10.847188  -1.381
C 17.659368 15.583917 10.793003  0.883
C 17.013183 16.378274 11.923664  -1.372
O 17.033328 14.156700 10.979399  -0.288
P 16.294999 13.441614 9.795222  0.455
O 14.926344 14.036342 9.502571  -0.590
C 16.170714 11.718713 10.362171  -0.825
P 14.574925 10.962361 10.811237  0.366
O 13.438393 11.491069 9.911717  -0.524
O 14.391480 11.494228 12.262310  -0.098
C 14.080960 10.617767 13.451514  0.812
C 14.763159 11.243548 14.653938  -1.291
C 12.589633 10.618800 13.548790  -1.274
O 14.717674 9.391413 10.892375  -0.182
C 15.267347 8.405109 9.837318  0.722
C 14.091859 7.925234 9.058379  -1.380
C 16.022122 7.345971 10.604478  -1.301
O 17.270898 13.376734 8.559915  -0.099
C 17.430504 14.207489 7.229812  0.529
C 18.927395 14.210001 7.008357  -1.120
C 16.630971 13.407869 6.258708  -1.297
H 19.573139 16.542657 10.539986  0.348
H 19.518318 14.687931 10.319881  0.334
H 19.575318 15.462993 11.853603  0.360
H 17.224626 15.998073 9.855585  0.145
H 17.309958 15.895184 12.837028  0.353
H 15.895598 16.376165 11.774553  0.295
H 17.451458 17.415933 11.937280  0.383
H 16.816606 11.675433 11.280959  0.354
H 16.672188 11.082971 9.594867  0.473
H 14.437252 9.611635 13.097020  0.100
H 14.679448 12.367511 14.577145  0.293
H 15.852216 11.053939 14.638594  0.347
H 14.285937 10.855641 15.577840  0.366
H 12.220501 11.593752 13.883856  0.325
H 12.221366 9.920171 14.345717  0.405
H 12.034097 10.350386 12.575534  0.304
H 15.914842 9.038430 9.212975  0.194
H 13.303458 7.458848 9.685129  0.292
H 14.361228 7.161823 8.367330  0.474
H 13.679402 8.781627 8.481954  0.288
H 15.281753 6.761486 11.208441  0.294
H 16.735076 7.847873 11.306967  0.321
H 16.563642 6.684027 9.906249  0.423
H 17.044615 15.242790 7.420071  0.330
H 19.217468 13.184507 6.634296  0.263
H 19.487455 14.601022 7.874003  0.271
H 19.078561 14.945942 6.166969  0.388
H 17.062330 12.405061 6.199529  0.328
H 16.617784 13.904058 5.274870  0.405
H 15.608232 13.356505 6.584026  0.284
N 13.295398 20.135031 4.188676  -0.535
N 13.288819 19.394626 5.354462  1.065
N 13.200844 19.982231 6.606799  -0.692
C 13.010347 18.888996 7.361526  -0.110
N 12.895333 17.746380 6.646290  -0.137
N 13.057391 18.078866 5.365635  -0.571
H 13.812795 21.043164 4.247212  0.281
H 13.345721 19.501986 3.377863  0.287
H 12.971508 18.931159 8.446743  0.438

Cartesian forces, eV/Å:
In -2.24 0.77 0.36
S 2.05 -0.84 -0.02
C -0.09 0.02 -3.33
C 0.37 1.08 -0.73
C 1.26 -0.52 -1.16
C 0.33 -0.82 1.39
C -0.78 -1.20 2.36
C -2.13 1.81 1.97
S 1.37 -0.58 0.19
H 0.15 0.21 -0.35
H -0.17 -0.15 0.08
H 0.06 0.37 -0.22
H 0.25 -0.06 -0.50
C 1.51 0.09 0.48
C -2.48 0.24 0.41
C -0.21 0.58 -0.85
O 0.80 0.95 -0.54
P -0.22 0.25 -0.63
O 0.41 -0.23 -0.02
C 1.14 -0.75 0.16
P -0.77 0.81 -0.64
O 1.58 -1.12 0.63
O 0.20 -0.51 0.35
C -0.04 -0.51 -1.19
C 0.47 0.60 -0.30
C -2.09 -0.69 -0.03
O 0.26 0.68 -0.53
C -0.10 0.94 0.50
C -1.30 0.75 0.01
C -0.12 0.30 0.92
O -0.45 0.65 0.11
C 0.00 0.02 1.89
C -0.27 0.23 -1.45
C 0.18 0.41 -0.72
H -0.50 -0.96 -0.43
H 0.27 0.33 -0.54
H -0.74 -0.18 0.04
H 0.61 -0.62 0.24
H -0.21 -0.12 0.61
H 1.22 0.23 0.42
H -0.68 -0.91 -0.10
H -0.58 -0.15 -0.77
H -0.31 0.50 0.42
H -0.09 0.89 1.04
H -0.31 -1.20 0.27
H -0.53 -0.17 0.22
H 0.49 0.37 -0.50
H 0.12 0.05 -0.28
H 0.51 0.33 -0.74
H 1.06 0.35 1.41
H 0.01 -0.42 0.13
H 0.48 0.56 -0.11
H 0.54 -0.55 -0.69
H -0.05 -0.66 0.37
H 0.75 0.32 -0.51
H -0.43 -0.63 -0.62
H -0.27 0.29 0.37
H 0.13 -1.03 -0.04
H 0.14 1.18 0.72
H -0.22 -0.53 -0.38
H 0.11 -0.79 0.67
H -0.14 0.13 -0.21
H 0.18 -0.31 0.24
H -0.51 -0.11 0.15
N -0.08 0.32 -0.05
N -0.93 -0.14 2.39
N 0.49 -1.65 -1.89
C -0.01 0.18 -0.93
N 0.34 0.76 -0.49
N 0.43 1.42 0.82
H -0.44 -1.75 -0.11
H 0.34 0.85 0.67
H -0.13 -0.01 -0.40